[1]
{"formula": "C22H24BBrMnN9O2S", "method": "ωB97M-V/def2-TZVPD", "symbols": ["Mn", "C", "C", "N", "C", "S", "N", "N", "C", "C", "C", "C", "C", "C", "C", "N", "H", "H", "H", "H", "H", "H", "H", "H", "H", "H", "H", "H", "H", "B", "N", "C", "C", "C", "N", "N", "C", "C", "C", "N", "H", "H", "H", "H", "H", "H", "H", "H", "Br", "C", "C", "N", "C", "C", "C", "C", "O", "O", "H", "H", "H"], "coordinates": [[0.528, -0.011, 0.411], [2.381, 4.898, 0.033], [2.380, 4.709, 1.544], [1.167, 4.072, 2.039], [0.850, 2.772, 1.747], [2.076, 1.638, 1.480], [-0.475, 2.580, 1.759], [-0.800, 1.297, 1.465], [-2.045, 1.023, 1.387], [-3.177, 1.967, 1.643], [-2.341, -0.380, 0.985], [-3.623, -0.909, 1.037], [-3.813, -2.245, 0.708], [-2.726, -3.015, 0.355], [-1.482, -2.402, 0.310], [-1.310, -1.112, 0.594], [3.382, 5.156, -0.321], [1.694, 5.692, -0.271], [2.071, 3.976, -0.460], [2.459, 5.673, 2.050], [3.229, 4.106, 1.855], [0.340, 4.651, 2.024], [-2.796, 2.982, 1.679], [-3.674, 1.751, 2.594], [-3.924, 1.889, 0.850], [-4.452, -0.288, 1.342], [-4.807, -2.675, 0.737], [-2.823, -4.062, 0.105], [-0.590, -2.946, 0.024], [2.149, -3.049, 0.348], [1.703, -2.508, 1.742], [1.677, -3.208, 2.888], [1.012, -2.464, 3.845], [0.656, -1.293, 3.169], [1.077, -1.328, 1.912], [2.774, -1.894, -0.470], [3.872, -1.925, -1.240], [3.944, -0.744, -1.954], [2.810, -0.029, -1.547], [2.119, -0.732, -0.659], [1.174, -3.486, -0.252], [2.998, -3.902, 0.531], [2.146, -4.177, 2.939], [0.815, -2.729, 4.870], [0.148, -0.410, 3.527], [4.522, -2.784, -1.219], [4.699, -0.445, -2.662], [2.463, 0.954, -1.823], [-1.006, -3.762, -3.666], [-1.542, -1.944, -3.725], [-2.514, -1.556, -4.628], [-2.918, -0.293, -4.741], [-2.352, 0.607, -3.928], [-1.386, 0.298, -2.980], [-0.958, -1.011, -2.886], [-0.807, 1.403, -2.084], [-1.097, 2.563, -2.363], [-0.056, 0.989, -1.157], [-2.971, -2.287, -5.286], [-2.675, 1.636, -4.017], [-0.173, -1.278, -2.191]], "lowdin_spin": [0.981, 0.000, 0.000, -0.001, -0.002, 0.001, 0.000, -0.007, 0.001, 0.000, -0.002, 0.000, -0.001, 0.000, 0.000, -0.001, 0.000, 0.000, 0.000, 0.000, 0.000, 0.000, 0.000, 0.000, 0.000, 0.000, 0.000, 0.000, 0.000, 0.000, -0.002, 0.001, 0.001, 0.002, -0.006, -0.001, 0.003, 0.001, 0.003, -0.003, 0.000, 0.000, 0.000, 0.000, 0.000, 0.000, 0.000, 0.000, 0.000, 0.000, 0.000, 0.000, 0.000, 0.001, 0.000, 0.002, 0.000, 0.028, 0.000, 0.000, 0.000], "s_squared": 0.83, "charge": -1, "multiplicity": 2}

***

[2]
{"formula": "C27H52Cl2N5O3ReS", "method": "ωB97M-V/def2-TZVPD", "symbols": ["Re", "C", "N", "C", "C", "C", "N", "C", "C", "H", "H", "H", "H", "H", "H", "H", "H", "H", "H", "H", "H", "H", "H", "H", "H", "Cl", "C", "Cl", "H", "H", "C", "N", "C", "C", "C", "O", "H", "H", "H", "H", "H", "H", "H", "H", "H", "C", "C", "C", "C", "N", "C", "S", "N", "C", "C", "C", "C", "H", "H", "H", "H", "H", "H", "H", "H", "H", "H", "H", "H", "H", "H", "H", "H", "H", "H", "H", "H", "O", "C", "O", "C", "C", "C", "C", "C", "C", "H", "H", "H", "H", "H"], "coordinates": [[0.147, -0.807, 1.693], [-0.217, -2.248, 4.260], [-0.921, -2.083, 2.979], [-2.322, -1.669, 3.371], [-1.053, -3.360, 2.214], [-1.165, -3.110, 0.724], [0.009, -2.353, 0.254], [-0.129, -1.885, -1.137], [1.186, -3.296, 0.204], [-0.491, -3.104, 4.822], [-0.246, -1.381, 4.903], [0.831, -2.352, 3.997], [-2.639, -2.192, 4.237], [-2.922, -1.790, 2.478], [-2.364, -0.584, 3.610], [-1.968, -3.955, 2.492], [-0.221, -3.995, 2.507], [-2.126, -2.567, 0.378], [-1.239, -4.073, 0.235], [-0.583, -2.669, -1.747], [0.850, -1.495, -1.507], [-0.794, -0.978, -1.220], [0.981, -4.093, -0.511], [1.326, -3.711, 1.215], [2.037, -2.707, -0.265], [3.941, -2.699, -4.023], [2.675, -3.613, -4.779], [1.071, -2.817, -4.344], [2.711, -4.566, -4.253], [2.698, -3.637, -5.857], [5.516, -0.852, 3.073], [4.320, -1.351, 2.371], [4.601, -1.898, 1.030], [3.133, -1.072, 2.857], [3.026, -0.267, 4.057], [2.066, -1.456, 2.236], [5.384, 0.161, 3.293], [6.359, -1.028, 2.343], [5.759, -1.553, 3.884], [5.555, -2.525, 0.988], [4.715, -1.153, 0.346], [3.761, -2.518, 0.676], [3.406, 0.748, 3.932], [3.641, -0.727, 4.812], [2.053, -0.126, 4.363], [-6.262, 1.120, -2.794], [-5.175, 0.218, -2.300], [-5.168, 0.018, -0.750], [-4.765, 1.162, 0.032], [-3.421, 1.641, -0.432], [-2.270, 1.162, -0.148], [-2.043, -0.010, 1.203], [-1.231, 1.485, -1.005], [-1.306, 2.311, -2.280], [-0.451, 1.554, -3.271], [-0.049, 2.428, -4.441], [-1.246, 2.735, -5.346], [-7.179, 0.617, -2.916], [-6.079, 1.528, -3.777], [-6.394, 1.940, -2.087], [-4.204, 0.593, -2.655], [-5.211, -0.776, -2.777], [-4.680, -0.934, -0.457], [-6.262, -0.062, -0.471], [-4.776, 1.016, 1.135], [-5.437, 1.987, -0.242], [-3.521, 2.055, -1.345], [-0.364, 1.184, -0.699], [-0.817, 3.277, -2.099], [-2.341, 2.402, -2.657], [-1.106, 0.760, -3.597], [0.425, 1.256, -2.733], [0.832, 1.987, -4.947], [0.394, 3.318, -4.115], [-1.806, 1.833, -5.604], [-1.016, 3.330, -6.270], [-1.918, 3.442, -4.788], [1.076, 0.624, 0.511], [1.235, 1.465, 1.534], [0.723, 1.105, 2.654], [1.962, 2.699, 1.373], [2.566, 2.998, 0.171], [3.083, 4.272, -0.038], [3.222, 5.167, 0.999], [2.628, 4.825, 2.213], [2.034, 3.608, 2.467], [2.518, 2.331, -0.665], [3.521, 4.574, -0.972], [3.650, 6.122, 0.695], [2.607, 5.583, 3.008], [1.662, 3.451, 3.492]], "lowdin_spin": [2.520, 0.016, 0.028, 0.010, 0.016, 0.015, 0.012, 0.008, 0.008, 0.002, 0.001, 0.001, 0.000, 0.000, 0.000, 0.002, 0.001, 0.001, 0.002, 0.000, 0.000, 0.001, 0.000, 0.000, 0.000, 0.000, 0.000, 0.000, 0.000, 0.000, 0.001, 0.017, 0.002, 0.008, 0.002, 0.080, 0.000, 0.000, 0.001, 0.000, 0.001, 0.000, 0.000, 0.000, 0.000, 0.000, 0.000, 0.001, 0.000, 0.012, 0.027, 0.094, 0.007, 0.001, 0.000, 0.000, 0.000, 0.000, 0.000, 0.000, 0.000, 0.000, 0.001, 0.000, 0.000, 0.000, 0.000, 0.000, 0.000, 0.000, 0.000, 0.000, 0.000, 0.000, 0.000, 0.000, 0.000, 0.047, 0.017, 0.018, 0.002, 0.005, 0.000, 0.006, 0.000, 0.004, 0.000, 0.000, 0.000, 0.000, 0.000], "s_squared": 3.77, "charge": 3, "multiplicity": 4}

***

[3]
{"formula": "H2NO5PS", "method": "ωB97M-V/def2-TZVPD", "symbols": ["N", "O", "O", "O", "O", "O", "P", "S", "H", "H"], "coordinates": [[-1.639, -0.087, 0.085], [-0.287, -2.274, -0.605], [2.757, 0.567, 0.094], [0.774, 1.979, 0.416], [0.318, -0.981, 1.543], [0.650, 0.269, -1.247], [-0.410, -1.100, 0.279], [1.390, 0.866, -0.150], [-1.741, 0.780, 0.509], [-1.812, -0.017, -0.924]], "mulliken_charge": [-0.457, -0.552, -0.365, -0.369, -0.539, -0.376, 0.958, 1.119, 0.296, 0.284], "charge": 0}

***

[4]
{"formula": "C4H8O2", "method": "ωB97M-V/def2-TZVPD", "symbols": ["O", "C", "C", "C", "C", "O", "H", "H", "H", "H", "H", "H", "H", "H"], "coordinates": [[-2.142, 0.781, 0.036], [-1.566, -0.493, -0.097], [-0.102, -0.520, 0.404], [1.037, -0.404, -0.621], [1.438, 0.842, 0.175], [0.269, 0.738, 1.012], [-1.506, 1.308, 0.546], [-2.159, -1.236, 0.454], [-1.588, -0.783, -1.157], [0.044, -1.336, 1.122], [1.758, -1.225, -0.631], [0.697, -0.201, -1.640], [1.468, 1.790, -0.373], [2.353, 0.738, 0.770]], "mulliken_charge": [-0.527, -0.571, 0.420, -0.710, -0.297, -0.558, 0.367, 0.250, 0.261, 0.336, 0.307, 0.248, 0.249, 0.226], "charge": 0, "smiles": "OC[C@H]1CCO1"}

***

Let's list largest force on an atom in order: 0.0349; 0.0822; 0.0701; 0.0081 Eh/bohr.
Let's list relative energy (zero: lowest compared OMol25 entry of this formula, charge and spin) in order: 12.2; 27.3; 40.5; 47.9 kcal per mole.